Record 1
# C5H8S

2 unconnected molecules or ions with the total composition C5H8S at a distorted geometry (ωB97M-V/def2-TZVPD, the OMol25 dataset).

```
14
Properties=species:S:1:pos:R:3:forces:R:3
C 1.988656 -0.401243 -1.517572 -0.568 0.864 0.731
C 0.813368 -0.613527 -1.062834 -1.712 -0.015 -0.529
C -0.456671 -0.763703 -0.830732 0.314 -0.956 1.883
C -0.999965 -1.099855 0.535670 -2.039 -0.100 -1.015
H 2.396064 0.556910 -1.510127 0.684 1.550 -0.012
H 2.584656 -1.178148 -1.772193 1.841 -2.320 -0.985
H -1.177361 -0.747959 -1.570015 -0.978 0.310 -1.928
H -2.195875 -1.075393 0.599359 2.825 -0.598 -0.224
H -0.464979 -1.979399 0.865832 -0.660 -0.486 0.461
H -0.665443 -0.293682 1.112551 0.272 0.971 1.521
C -0.580862 1.880060 1.396242 5.349 -0.499 0.956
S 0.291360 1.964893 0.068820 0.181 0.539 -0.798
H -1.552882 2.067580 1.363687 -4.212 0.647 0.403
H 0.019932 1.683466 2.321312 -1.297 0.094 -0.463
```
Forces are in eV/Å.

Calculated values
HOMO = -8.597 eV
DFT total energy = -16145.880 eV
SMILES string = C=C=CC.C=S
relative energy (zero: lowest compared OMol25 entry of this formula, charge and spin) = 3.758 eV
HOMO-LUMO gap = 8.68 eV

Record 2
# C5H8S2

C5H8S2 in the gas phase at a distorted geometry (ωB97M-V/def2-TZVPD, the OMol25 dataset).

```
15
Properties=species:S:1:pos:R:3:forces:R:3
C 0.571544 0.325095 1.955989 3.395 0.103 -1.120
C 1.174434 0.493036 0.542505 -4.829 -0.359 2.116
C -0.062603 0.440020 -0.299539 -1.019 1.298 -3.331
C -0.038753 0.029571 -1.767972 1.475 0.732 -0.285
S 0.545358 0.190561 -3.245893 -0.242 0.129 0.217
C -0.704062 -0.820351 -0.871411 -1.017 -3.787 2.079
S -2.501656 -1.150638 -0.940852 0.142 0.812 -0.665
H -0.020071 1.137697 2.179281 -0.707 2.165 1.064
H 1.394808 0.054584 2.586685 0.193 0.562 1.132
H -0.065640 -0.453336 1.995564 -2.130 -3.013 -0.122
H 1.865150 -0.227696 0.400448 2.020 -2.626 -1.057
H 1.649009 1.387703 0.567543 1.335 2.920 -0.613
H -0.847746 1.263487 -0.256881 1.177 -0.899 0.631
H -0.319810 -1.881967 -0.596414 0.213 2.124 -0.618
H -2.639963 -0.787767 -2.249053 -0.007 -0.162 0.572
```
Forces are in eV/Å.

Calculated values
HOMO = -8.421 eV
DFT total energy = -26982.128 eV
SMILES string = CC[C@H]1C(=S)[C@@H]1S
relative energy (zero: lowest compared OMol25 entry of this formula, charge and spin) = 3.029 eV
HOMO-LUMO gap = 7.90 eV

Record 3
# C5H8S3

C5H8S3 in the gas phase at a distorted geometry (ωB97M-V/def2-TZVPD, the OMol25 dataset).

```
16
Properties=species:S:1:pos:R:3:forces:R:3
S 1.881685 -1.982935 0.322858 -1.354 -1.076 0.908
C 1.324452 -0.331319 0.706340 -1.934 0.871 1.950
C -0.207708 0.104689 0.659787 -0.784 -2.237 0.115
C -0.392231 1.583716 0.548375 -0.366 -0.164 -0.370
S -0.198299 1.595943 -1.435349 -0.051 1.598 0.510
C -0.483502 -0.162765 -1.705227 -1.961 -1.148 0.884
C -1.260998 -0.370541 -0.359456 1.407 -0.074 0.583
S -1.248645 -1.398871 1.158627 -0.210 1.309 -0.434
H 0.808235 -2.669059 0.971195 1.466 0.868 -0.811
H 1.788105 0.250473 -0.022695 1.095 1.268 -1.138
H 1.625098 0.072261 1.737564 -0.080 -0.878 -1.382
H -1.304615 2.025230 1.010846 0.238 -0.577 -1.009
H 0.409445 2.163946 0.930883 1.031 0.460 0.189
H 0.411222 -0.732476 -1.636466 0.815 -0.390 -0.209
H -1.020572 -0.448737 -2.644143 0.262 0.758 0.785
H -2.131671 0.300445 -0.243140 0.427 -0.588 -0.572
```
Forces are in eV/Å.

Calculated values
HOMO = -8.868 eV
DFT total energy = -37817.212 eV
SMILES string = SC[C@@]12CSC[C@H]1S2
relative energy (zero: lowest compared OMol25 entry of this formula, charge and spin) = 2.956 eV
HOMO-LUMO gap = 9.17 eV